[1]
This record from OMol25 describes an isolated molecule of C4H9ClNOP in a non-equilibrium geometry. The level of theory is ωB97M-V/def2-TZVPD.

The geometry in ORCA input format:
```
! RIJCOSX wB97M-V def2-TZVPD def2/J DEFGRID3
* xyz 0 1
C 0.475 -3.236 0.208
C -0.176 -2.109 0.425
P 0.751 -0.290 -0.509
O 0.970 -0.420 -1.949
Cl 2.318 -0.149 0.758
N -0.078 1.116 -0.178
C -0.851 1.822 -1.239
C -0.144 1.678 1.139
H 0.063 -4.200 0.528
H 1.295 -3.377 -0.452
H -0.761 -2.146 1.272
H -1.064 1.082 -2.103
H -1.792 2.221 -0.836
H -0.390 2.584 -1.808
H 0.257 2.668 1.254
H -1.231 1.683 1.627
H 0.358 1.072 1.863
*
```

Calculated values
Max |F|, Eh/bohr: 0.0915
HOMO energy, eV: -9.433
Total energy, eV: -29641.8729
Frontier orbital gap, eV: 10.2
SMILES: C=C[P@](=O)(Cl)N(C)C

=====

[2]
This record from OMol25 describes a 3-piece molecular cluster, C3H12N2O3 overall in a non-equilibrium geometry. The level of theory is ωB97M-V/def2-TZVPD.

The geometry in ORCA input format:
```
! RIJCOSX wB97M-V def2-TZVPD def2/J DEFGRID3
* xyz 0 1
N 1.944 -1.277 -2.101
C 1.777 0.024 -1.421
C 1.322 -0.122 0.073
N -0.047 -0.402 0.403
C -0.386 -1.403 1.240
O -1.497 -1.519 1.737
H 1.742 -2.068 -1.516
H 1.340 -1.214 -2.932
H 1.004 0.638 -1.987
H 2.625 0.692 -1.372
H 1.904 -1.040 0.293
H 1.750 0.742 0.635
H -0.625 0.384 0.089
H 0.363 -2.176 1.464
O -1.319 2.103 -0.038
H -1.267 3.060 -0.086
H -1.776 1.806 0.788
O -2.950 0.921 1.712
H -2.779 0.127 2.231
H -3.125 0.724 0.789
*
```

Calculated values
Max |F|, Eh/bohr: 0.0541
HOMO energy, eV: -9.404
Total energy, eV: -12428.1017
Frontier orbital gap, eV: 10.2
SMILES: NCCNC=O.O.O

=====

[3]
This record from OMol25 describes an isolated ion of composition C6H15N2O and charge +1 in a non-equilibrium geometry. The level of theory is ωB97M-V/def2-TZVPD.

The geometry in ORCA input format:
```
! RIJCOSX wB97M-V def2-TZVPD def2/J DEFGRID3
* xyz 1 1
C -0.358 -2.308 1.250
C -1.033 -2.091 -0.158
C -1.535 -0.739 -0.320
N -2.848 -0.486 -0.510
O -0.858 0.373 -0.385
N 0.719 0.292 -0.231
C 1.215 0.368 -1.532
C 1.004 1.406 0.722
C 1.274 2.746 0.075
H 0.475 -1.615 1.287
H -0.001 -3.353 1.088
H -0.905 -2.275 2.172
H -0.305 -2.330 -1.074
H -1.830 -2.826 -0.221
H -3.669 -0.953 -0.020
H -3.166 0.443 -0.794
H 1.270 1.485 -1.898
H 0.513 -0.237 -2.117
H 2.155 -0.187 -1.503
H 1.837 1.089 1.344
H 0.143 1.377 1.426
H 1.429 3.419 0.957
H 2.346 2.777 -0.488
H 0.603 3.159 -0.630
*
```

Calculated values
Max |F|, Eh/bohr: 0.0796
HOMO energy, eV: -13.719
Total energy, eV: -11483.6887
Frontier orbital gap, eV: 10.0
SMILES: CCC(=[NH2+])ON(C)CC

=====

[4]
This record from OMol25 describes C9H26CeN6O6P2S as an isolated structure in a non-equilibrium geometry. The level of theory is ωB97M-V/def2-TZVPD.

The geometry in ORCA input format:
```
! RIJCOSX wB97M-V def2-TZVPD def2/J DEFGRID3
* xyz 1 2
Ce 0.071 -0.101 0.095
N 1.484 -1.345 -1.838
C 2.681 -0.701 -2.401
C 3.149 0.457 -1.526
N 2.087 1.425 -1.179
C 1.537 2.075 -2.380
C 0.215 2.780 -2.106
N -0.765 1.818 -1.585
C 2.640 2.436 -0.249
C 2.331 2.118 1.205
N 0.870 2.080 1.398
H 1.762 -2.032 -1.137
H 0.992 -1.868 -2.554
H 2.448 -0.357 -3.408
H 3.515 -1.399 -2.502
H 3.978 0.966 -2.039
H 3.535 0.057 -0.586
H 1.354 1.310 -3.135
H 2.254 2.785 -2.813
H -0.120 3.264 -3.028
H 0.339 3.568 -1.364
H -1.143 1.240 -2.332
H -1.567 2.299 -1.192
H 2.216 3.412 -0.491
H 3.721 2.531 -0.387
H 2.815 2.857 1.849
H 2.725 1.135 1.474
H 0.484 3.014 1.299
H 0.654 1.781 2.346
N -2.104 -2.863 2.333
C -2.720 -1.773 1.486
C -4.235 -1.859 1.569
P -2.068 -1.987 -0.237
O -3.001 -3.111 -0.864
O -2.133 -0.671 -0.965
O -0.648 -2.446 -0.054
P -2.093 -0.225 2.349
O -2.345 0.991 1.291
O -2.823 -0.113 3.613
O -0.591 -0.369 2.272
H -2.454 -3.785 2.070
H -2.335 -2.692 3.318
H -1.048 -2.894 2.264
H -4.600 -2.830 1.234
H -4.668 -1.100 0.915
H -4.576 -1.662 2.585
H -3.488 -2.842 -1.654
H -3.139 1.508 1.478
S 1.154 -3.414 2.686
C 1.666 -2.185 1.782
N 1.983 -1.280 1.096
*
```

Calculated values
Max |F|, Eh/bohr: 0.0485
HOMO energy (spin up / spin down), eV: -10.865 / -10.915
Total energy, eV: -73328.3030
Frontier orbital gap (spin up / spin down), eV: 8.4 / 8.5